Below is a cluster of 10 separate species, C20H51N3O7S7 in total at a distorted geometry, with properties calculated with ωB97M-V/def2-TZVPD.

Its spin multiplicity is 2. The net charge is -1. The HOMO energy (spin up / spin down) comes out at -0.006 / -0.243 Eh. As for the molar mass: 670.11 g/mol. Its calculated total energy is -4270.5359 Ha. Its expectation value of S² is 0.7504.

```
88
Properties=species:S:1:pos:R:3:lowdin_spin:R:1
C 8.2921 -9.5609 22.6827 0.00
C 7.3408 -8.4526 22.8906 0.00
N 6.6519 -7.5220 23.0749 0.00
H 7.9616 -10.4190 23.2681 0.00
H 9.2571 -9.1852 23.0228 0.00
H 8.4952 -9.8631 21.6554 0.00
C 8.5564 -14.0693 14.8050 0.15
C 7.9812 -13.4706 16.0208 0.03
N 7.5991 -12.9927 16.9701 0.00
H 7.8273 -14.7579 14.3781 0.03
H 9.4859 -14.6256 14.9263 0.04
H 8.6146 -13.2803 14.0552 0.02
C 9.0289 -16.7239 23.4532 0.00
C 8.9416 -18.1574 23.3282 0.00
N 8.8548 -19.3209 23.2354 0.00
H 9.8162 -16.5019 22.7328 0.00
H 9.2133 -16.3992 24.4773 0.00
H 8.1086 -16.3729 22.9864 0.00
C 3.3614 -17.4477 20.9025 0.00
S 3.8256 -16.0869 21.9910 0.00
O 5.3094 -15.8227 21.7654 0.00
C 3.0800 -14.7643 21.0572 0.00
H 3.8462 -17.3287 19.9336 0.00
H 2.3451 -17.3938 20.5122 0.00
H 3.5290 -18.4211 21.3635 0.00
H 3.4355 -14.8943 20.0350 0.00
H 3.3198 -13.7918 21.4870 0.00
H 1.9904 -14.7378 21.0498 0.00
C 12.6354 -16.2995 19.0444 0.03
S 10.8445 -16.5587 18.5763 0.18
O 10.0649 -15.3923 19.2901 0.01
C 10.8095 -16.1354 16.7878 0.10
H 12.6942 -16.6627 20.0705 0.01
H 12.8149 -15.2369 18.8807 0.01
H 13.3986 -16.8609 18.5053 0.01
H 11.2056 -16.9650 16.2021 0.06
H 11.4472 -15.2642 16.6381 0.04
H 9.8418 -15.7832 16.4303 0.02
C 6.6791 -16.5483 18.5826 0.01
S 5.2961 -17.1913 17.6052 0.07
O 4.2199 -16.1087 17.9155 0.00
C 6.0404 -16.7358 16.0019 0.04
H 7.6864 -16.9601 18.5205 0.00
H 6.4216 -16.5945 19.6407 0.00
H 6.8913 -15.4869 18.4539 0.00
H 6.0628 -15.6463 16.0252 0.00
H 5.4323 -17.2299 15.2441 0.01
H 7.0625 -17.0808 15.8455 0.03
C 8.2574 -13.0548 21.3236 0.00
S 6.4755 -12.6999 21.5790 0.00
O 6.1422 -11.2843 22.0331 0.00
C 6.1475 -12.7318 19.7511 0.00
H 8.4323 -14.1256 21.2194 0.00
H 8.9205 -12.7902 22.1473 0.00
H 8.6010 -12.4497 20.4846 0.00
H 5.1015 -12.6938 19.4471 0.00
H 6.6538 -13.6043 19.3382 0.00
H 6.5764 -11.8041 19.3724 0.00
C -0.2030 -12.5140 16.9577 0.00
S 0.8835 -13.3574 18.2034 0.01
O -0.0242 -13.8994 19.3115 0.00
C 1.8026 -11.8892 18.8586 0.00
H -0.8704 -11.7602 17.3754 0.00
H -0.6845 -13.3023 16.3792 0.00
H 0.5064 -11.9706 16.3335 0.00
H 2.2945 -12.2324 19.7687 0.00
H 1.1822 -11.0020 18.9853 0.00
H 2.4647 -11.5917 18.0455 0.00
C 7.8923 -9.3315 17.0205 0.00
S 8.4326 -8.4410 15.4786 0.01
O 9.9103 -8.4387 15.3070 0.00
C 8.0447 -9.8342 14.3908 0.01
H 8.0688 -10.3920 17.2000 0.00
H 6.8122 -9.2736 17.1554 0.00
H 8.5297 -8.8579 17.7672 0.00
H 8.3918 -9.6092 13.3824 0.00
H 7.0169 -10.1860 14.3012 0.00
H 8.4865 -10.7212 14.8449 0.00
C 11.6859 -14.2832 23.2534 0.00
S 12.3864 -12.5864 22.6747 0.01
O 11.2424 -11.5681 22.8157 0.00
C 12.5600 -12.8424 20.8666 0.01
H 12.5303 -14.8865 23.5866 0.00
H 11.0255 -14.7542 22.5253 0.00
H 11.1371 -13.9356 24.1287 0.00
H 11.5999 -12.7725 20.3553 0.00
H 12.8255 -13.8824 20.6764 0.00
H 13.2821 -12.1820 20.3866 0.00
```



Below is the ion C7H21N2Si with charge +1 at a distorted geometry, with properties calculated with ωB97M-V/def2-TZVPD.

The net charge is +1. The HOMO energy comes out at -0.475 Eh. As for the molar mass: 161.35 g/mol. Its structure (SMILES) is C[C@@H]([NH2+]CCN)[Si](C)(C)C. As for the relative energy (zero: lowest compared OMol25 entry of this formula, charge and spin): 25.5 kcal per mole. Its calculated total energy is -678.0088 Ha.

```
31
Properties=species:S:1:pos:R:3:mulliken_charge:R:1
C -0.3910 -2.1540 -0.2594 -1.46
C -0.3516 -0.7175 0.3534 0.01
N 0.8540 -0.0666 -0.2147 -0.06
C 2.2198 -0.1716 0.5275 -0.63
C 3.3254 0.6255 -0.2758 -0.65
N 4.6562 0.2295 0.1037 -0.60
Si -2.0379 0.2604 0.0816 0.31
C -3.4332 -0.4430 1.1236 -1.10
C -1.5863 2.0788 0.5292 -1.01
C -2.1321 0.2697 -1.7853 -0.99
H -0.3235 -2.0464 -1.2771 0.57
H -1.4429 -2.6577 -0.0389 0.32
H 0.3774 -2.8445 0.3019 0.36
H -0.1221 -0.7078 1.4838 0.34
H 0.8767 -0.3624 -1.2093 0.48
H 0.8257 1.0017 -0.2398 0.24
H 2.2972 0.0670 1.5140 0.35
H 2.3699 -1.3008 0.3943 0.35
H 3.3895 0.5695 -1.4007 0.31
H 3.3343 1.6351 -0.1361 0.50
H 5.0303 0.8094 0.8814 0.26
H 4.7389 -0.7096 0.4048 0.25
H -4.0897 -1.2377 0.6117 0.32
H -3.1444 -0.7882 2.1710 0.35
H -4.1394 0.2959 1.5109 0.40
H -0.5527 2.3956 0.1908 0.32
H -2.2478 2.8433 -0.0975 0.30
H -1.7567 2.3131 1.6597 0.26
H -1.1117 0.6320 -2.3584 0.22
H -2.5005 -0.7003 -2.2919 0.33
H -2.9317 0.8816 -2.2585 0.40
```



Below is an isolated molecule of C5H11N at a distorted geometry, with properties calculated with ωB97M-V/def2-TZVPD.

The net charge is 0. The HOMO energy comes out at -0.320 Eh. As for the molar mass: 85.15 g/mol. Its structure (SMILES) is C[C@@H]1CCCN1. As for the relative energy (zero: lowest compared OMol25 entry of this formula, charge and spin): 38.9 kcal per mole. Its calculated total energy is -251.8005 Ha.

```
17
Properties=species:S:1:pos:R:3:mulliken_charge:R:1
C -2.1893 -0.0344 -0.1152 -1.04
C -0.6960 -0.0947 0.2904 0.25
C 0.1793 1.0823 -0.2140 -0.67
C 1.6232 0.7320 -0.0497 -0.47
C 1.5197 -0.8342 -0.0172 -0.59
N 0.1415 -1.1604 -0.3301 -0.52
H -2.9433 0.5268 0.7522 0.24
H -2.3794 0.4616 -1.1965 0.24
H -2.5984 -1.1000 -0.0951 0.30
H -0.5354 -0.1580 1.3776 0.29
H 0.0848 2.1228 0.3621 0.26
H -0.1668 1.1783 -1.2660 0.29
H 2.2531 0.9237 -0.8747 0.28
H 1.9125 1.1136 1.0192 0.27
H 2.0990 -1.4824 -0.6925 0.37
H 1.7569 -1.1730 1.0418 0.23
H -0.0611 -2.1040 0.0077 0.27
```



Below is a cluster of 3 separate species, C30H58BrNO9S3 in total at a distorted geometry, with properties calculated with ωB97M-V/def2-TZVPD.

The net charge is 0. The HOMO energy comes out at -0.325 Eh. As for the molar mass: 752.90 g/mol. Its structure (SMILES) is COCCCCCCCCCCCC[C@H]1C[C@](Br)(CC(=O)N(C)C)[C@@H](C)S(=O)(=O)O1.O=S1(=O)CCCC1.O=S1(=O)CCCC1. Its calculated total energy is -5678.2666 Ha.

```
102
Properties=species:S:1:pos:R:3:mulliken_charge:R:1
C 3.5393 -2.2174 2.5957 -0.94
O 3.5649 -1.4281 1.4389 -0.07
C 4.7873 -1.5794 0.7856 -1.00
C 4.8842 -0.6961 -0.4103 -0.73
C 4.5228 0.7754 -0.1877 -0.35
C 4.6972 1.3246 1.2339 -1.21
C 3.3489 1.5896 1.9080 -0.93
C 3.0382 3.0700 2.0122 -0.90
C 1.5841 3.3901 1.6652 0.09
C 1.4581 4.3628 0.5061 -0.72
C 0.3192 5.3549 0.5980 -1.22
C -1.0852 4.7947 0.3905 -0.86
C -1.8069 4.4067 1.6972 -0.83
C -1.8112 2.9255 2.0800 -1.30
C -3.2016 2.3861 2.2958 0.33
C -3.1628 0.8662 2.1616 -1.55
C -4.3805 0.1647 2.7765 0.03
Br -3.8889 -0.2180 4.6709 0.08
C -4.7158 -1.1863 2.1879 -0.91
C -4.6819 -1.2784 0.7058 -0.19
O -4.9219 -0.3788 -0.0141 -0.59
N -4.3010 -2.5699 0.2452 0.30
C -5.4101 -3.2341 -0.4134 -1.12
C -3.1153 -2.5338 -0.5813 -0.73
C -5.5738 1.1002 2.8373 0.28
C -6.7995 0.5073 3.4886 -1.54
S -5.1476 2.6000 3.7732 1.49
O -5.7711 3.6834 3.1480 -0.74
O -5.4849 2.4752 5.1203 -0.67
O -3.5790 2.7882 3.6336 -0.57
H 4.3338 -1.9186 3.2617 0.35
H 2.5855 -2.1411 3.0737 0.24
H 3.7486 -3.2436 2.3352 0.36
H 5.6084 -1.3463 1.4565 0.45
H 4.9608 -2.6065 0.4846 0.54
H 4.1827 -1.0760 -1.1269 0.23
H 5.8347 -0.7786 -0.8918 0.34
H 5.1869 1.3460 -0.8091 0.47
H 3.5560 0.9984 -0.5594 0.32
H 5.1544 2.2861 1.1098 0.60
H 5.3646 0.7518 1.8491 0.37
H 3.2735 1.1063 2.8613 0.49
H 2.5477 1.1800 1.3318 0.48
H 3.2280 3.4294 3.0094 0.33
H 3.6631 3.6323 1.3481 0.47
H 1.1057 3.8679 2.4994 0.39
H 1.0224 2.5215 1.3895 0.00
H 2.3594 4.9336 0.3934 0.54
H 1.3090 3.8223 -0.4101 0.12
H 0.4689 6.0376 -0.2214 0.39
H 0.3637 5.9515 1.4923 0.46
H -1.6888 5.5634 -0.0520 0.38
H -1.0597 3.9811 -0.3161 0.47
H -1.2482 4.9137 2.4572 0.34
H -2.8000 4.7999 1.6996 0.71
H -1.2354 2.7167 2.9566 0.61
H -1.3803 2.3226 1.3053 0.42
H -3.9043 2.8377 1.6137 0.62
H -2.2968 0.5182 2.6947 0.47
H -3.0226 0.6848 1.1137 0.57
H -4.0386 -1.9202 2.5679 0.65
H -5.6912 -1.5191 2.4896 0.34
H -5.5160 -2.9651 -1.4560 0.38
H -5.3172 -4.2925 -0.2887 0.32
H -6.3144 -2.9683 0.1023 0.40
H -2.3077 -2.0481 -0.0691 0.33
H -3.2732 -2.1089 -1.5652 0.36
H -2.8110 -3.5601 -0.6986 0.05
H -5.8121 1.4270 1.8441 0.55
H -6.5934 -0.4280 3.9593 0.37
H -7.2538 1.1699 4.1901 0.44
H -7.5359 0.3387 2.7287 0.38
O 3.0676 1.5926 -2.7919 -0.59
S 4.0826 1.2818 -3.7610 1.20
O 5.1446 0.3483 -3.4784 -0.69
C 3.2815 0.8239 -5.2953 -0.82
C 3.0969 2.1469 -6.0335 -0.58
C 4.4081 2.9211 -5.8451 -0.61
C 4.7867 2.8256 -4.3614 -0.76
H 2.3497 0.3141 -5.0787 0.41
H 3.9569 0.1608 -5.8350 0.36
H 2.8696 1.9867 -7.0858 0.36
H 2.2707 2.7065 -5.5914 0.29
H 5.1901 2.4655 -6.4549 0.29
H 4.3133 3.9592 -6.1582 0.32
H 5.8629 2.8028 -4.2143 0.39
H 4.3501 3.6353 -3.7810 0.40
O -0.8905 -4.2698 -2.2515 -0.68
S -1.1313 -5.4543 -1.4697 1.28
O -2.1067 -5.4814 -0.4114 -0.74
C -1.4474 -6.8208 -2.5830 -0.77
C -0.0653 -7.4040 -2.8646 -0.60
C 0.6604 -7.4305 -1.5129 -0.60
C 0.4366 -6.0677 -0.8444 -0.71
H -1.9554 -6.4550 -3.4721 0.40
H -2.0785 -7.5353 -2.0567 0.37
H -0.1345 -8.3960 -3.3068 0.35
H 0.4754 -6.7613 -3.5615 0.30
H 0.2380 -8.2206 -0.8897 0.30
H 1.7223 -7.6383 -1.6287 0.32
H 0.3769 -6.1464 0.2376 0.36
H 1.2061 -5.3526 -1.1221 0.39
```